DFT (the ωB97M-V functional and the def2-TZVPD basis) results for a 7-piece molecular cluster, C33H73N6O9P overall.

- gap between HOMO and LUMO (eV) = 8.203
- relative energy (zero: lowest compared OMol25 entry of this formula, charge and spin) (kcal/mol) = 14.9
- molecular weight (u) = 729.0
- structure (SMILES) = CCCCCCCCCCCCC(=O)OCP(C)O.CNC(C)=O.CNC(C)=O.CNC(C)=O.CNC(C)=O.CNC(C)=O.CNC(C)=O

```
122
Properties=species:S:1:pos:R:3:mulliken_charge:R:1
C -0.58 3.55 5.33 -1.51
C -1.94 3.55 4.63 0.51
C -1.92 3.44 3.08 -0.84
C -0.76 2.67 2.46 -1.05
C -0.93 1.14 2.35 -0.36
C -1.79 0.45 3.42 -0.59
C -0.97 -0.23 4.55 -0.47
C -1.38 -1.69 4.79 -1.54
C -0.62 -2.69 3.91 -0.16
C -1.02 -2.58 2.45 0.12
C -0.27 -3.51 1.49 -1.14
C 1.22 -3.69 1.75 -0.58
C 2.01 -2.41 1.67 0.41
O 1.69 -1.40 2.15 -0.35
O 3.19 -2.51 0.97 -0.39
C 3.26 -1.59 -0.12 -0.16
P 3.90 0.10 0.35 0.18
C 5.34 -0.16 1.50 -1.12
O 4.50 0.74 -1.08 -0.54
H -0.09 4.52 5.19 0.37
H 0.08 2.76 5.00 0.28
H -0.73 3.43 6.40 0.39
H -2.61 2.79 5.02 -0.40
H -2.41 4.50 4.87 0.52
H -2.84 2.92 2.80 0.34
H -1.99 4.42 2.63 0.41
H -0.65 3.04 1.43 0.50
H 0.21 2.88 2.92 0.45
H 0.06 0.70 2.41 0.01
H -1.29 0.90 1.35 0.32
H -2.32 -0.36 2.93 0.61
H -2.56 1.07 3.87 0.39
H 0.10 -0.16 4.37 0.29
H -1.24 0.29 5.47 0.35
H -2.45 -1.83 4.61 0.39
H -1.22 -1.91 5.85 0.45
H -0.79 -3.69 4.29 0.35
H 0.44 -2.44 4.02 0.07
H -0.82 -1.56 2.11 -0.50
H -2.10 -2.70 2.37 0.86
H -0.45 -3.25 0.46 0.42
H -0.72 -4.50 1.61 0.33
H 1.61 -4.35 0.97 0.42
H 1.45 -4.18 2.70 0.36
H 3.96 -2.02 -0.85 -0.09
H 2.28 -1.51 -0.61 0.47
H 6.06 0.60 1.22 0.40
H 4.96 0.00 2.49 0.35
H 5.76 -1.16 1.39 0.30
H 3.72 1.13 -1.50 0.33
C 3.52 -4.88 -2.40 -0.98
N 2.23 -4.22 -2.23 0.20
C 1.11 -4.33 -2.98 0.92
C 1.17 -5.25 -4.18 -1.54
O 0.10 -3.70 -2.70 -0.64
H 3.74 -5.46 -1.50 0.25
H 4.29 -4.13 -2.52 0.30
H 3.52 -5.54 -3.26 0.42
H 2.13 -3.59 -1.45 -0.09
H 0.20 -5.23 -4.68 0.31
H 1.93 -4.92 -4.88 0.39
H 1.38 -6.27 -3.86 0.41
C -4.92 4.41 -1.76 -0.87
N -3.77 4.54 -0.89 -0.12
C -2.58 3.88 -0.98 0.53
C -2.40 2.89 -2.10 -1.20
O -1.69 4.09 -0.17 -0.66
H -5.15 5.39 -2.21 0.28
H -5.78 4.09 -1.17 0.29
H -4.74 3.69 -2.55 0.31
H -3.82 5.18 -0.12 0.25
H -1.41 2.46 -2.02 0.37
H -3.13 2.08 -2.03 0.42
H -2.49 3.38 -3.07 0.39
C 9.29 -2.75 -3.21 -0.84
N 8.23 -3.51 -2.58 -0.19
C 7.13 -3.04 -1.93 0.78
C 6.96 -1.54 -1.82 -0.61
O 6.31 -3.81 -1.45 -0.67
H 9.34 -3.00 -4.27 0.28
H 10.24 -3.01 -2.74 0.28
H 9.13 -1.68 -3.10 0.33
H 8.27 -4.52 -2.62 0.25
H 6.03 -1.36 -1.29 -0.45
H 7.79 -1.10 -1.26 0.44
H 6.90 -1.09 -2.81 0.39
C -3.75 -2.08 -5.01 -0.88
N -3.45 -0.74 -4.55 -0.16
C -2.29 -0.05 -4.70 0.71
C -1.15 -0.71 -5.42 -0.87
O -2.18 1.09 -4.25 -0.57
H -4.60 -2.04 -5.69 0.30
H -4.01 -2.70 -4.15 0.29
H -2.90 -2.52 -5.52 0.33
H -4.16 -0.23 -4.06 0.24
H -0.31 -0.02 -5.44 0.06
H -0.84 -1.62 -4.90 0.19
H -1.44 -0.95 -6.44 0.36
C -0.32 4.49 -5.41 -0.89
N 0.07 3.10 -5.58 0.06
C 1.25 2.61 -6.04 0.96
C 2.32 3.61 -6.42 -1.44
O 1.42 1.40 -6.12 -0.64
H -0.57 4.66 -4.36 0.21
H -1.21 4.69 -6.02 0.28
H 0.47 5.16 -5.71 0.40
H -0.60 2.38 -5.33 0.04
H 3.19 3.06 -6.77 0.32
H 1.97 4.25 -7.23 0.35
H 2.60 4.22 -5.57 0.35
C -7.62 1.74 6.19 -0.90
N -6.21 1.98 5.96 -0.13
C -5.15 1.58 6.73 0.78
C -5.45 0.79 7.98 -1.46
O -4.01 1.86 6.39 -0.56
H -8.04 1.19 5.35 0.29
H -8.14 2.70 6.27 0.30
H -7.78 1.17 7.10 0.34
H -5.93 2.49 5.14 0.21
H -4.52 0.55 8.47 0.28
H -6.07 1.38 8.66 0.40
H -5.97 -0.14 7.73 0.39
```